one:
Here is one molecule with the formula C5H8 from OMol25. Energies are from ωB97M-V with the def2-TZVPD basis set.

Multiplicity: 1

Atoms and positions in Å:
C -0.48 0.26 -0.56
C 2.00 0.22 -0.66
H -0.11 -1.81 0.43
H -1.01 1.20 -0.49
H -0.60 -0.11 -1.59
C -1.74 -0.60 1.26
H -2.21 -1.23 2.03
H 2.07 -0.89 -0.55
H 3.00 0.63 -0.39
H 0.94 1.99 -0.40
C -0.72 -0.86 0.40
H -2.00 0.49 1.47
C 0.93 0.94 -0.53

two:
Here is a 4-piece molecular cluster, C5H8 overall from OMol25. Energies are from ωB97M-V with the def2-TZVPD basis set.

Multiplicity: 1

Atoms and positions in Å:
H 2.31 2.53 0.60
C 2.43 0.86 0.81
H -3.29 -0.63 -0.70
H -0.94 -0.41 -1.94
H -1.00 -1.83 -0.96
H -2.33 0.91 0.23
C 1.13 0.37 0.32
H 2.33 0.33 2.45
C 0.11 -0.17 -0.10
H -2.37 -1.00 0.85
C -1.05 -0.77 -0.91
C -2.36 -0.30 -0.16
H 3.68 0.18 -0.20

three:
Here is one molecule with the formula C5H8 from OMol25. Energies are from ωB97M-V with the def2-TZVPD basis set.

Multiplicity: 1

Atoms and positions in Å:
C 0.80 -0.10 -0.52
H 1.60 -1.57 1.37
H -0.56 1.70 0.34
C 2.11 0.34 0.21
C -1.73 -0.33 0.12
H -2.85 0.01 0.05
H 2.99 0.96 0.25
C -0.57 0.80 -0.33
H 0.94 -0.47 -1.50
H -0.92 1.14 -1.25
H -1.53 -0.61 1.14
H -1.79 -1.13 -0.56
C 1.51 -0.73 0.68

four:
Here is one molecule with the formula C5H8 from OMol25. Energies are from ωB97M-V with the def2-TZVPD basis set.

Multiplicity: 1

Atoms and positions in Å:
H -0.93 0.46 1.26
C 0.12 2.30 -0.03
H -1.61 -0.54 -0.13
H 1.33 -2.87 -0.38
H -0.16 1.00 -1.63
H -0.40 -2.25 -0.97
H 0.75 3.00 -0.54
H 0.10 2.26 1.05
C 0.51 -2.06 -0.43
C 0.38 -1.10 0.50
C -0.22 1.09 -0.52
C -0.71 -0.09 0.35
H 0.85 -1.20 1.46

Short version: four is the most stable of them.

one:
Here is one molecule with the formula C5H8 from OMol25. Energies are from ωB97M-V with the def2-TZVPD basis set.

Multiplicity: 1

Atoms and positions in Å:
C 0.61 1.31 -0.37
H -1.75 0.05 1.78
H 1.08 -1.53 -0.87
H -2.27 -0.42 -1.16
C -0.17 0.00 -0.11
C -1.38 -0.10 0.90
C -1.58 -0.31 -0.37
H 1.82 -0.70 0.68
C 0.96 -1.18 0.14
H 0.12 1.86 -1.19
H 0.46 1.99 0.48
H 1.52 1.01 -0.73
H 0.58 -1.98 0.82

two:
Here is a 2-piece molecular cluster, C5H8 overall from OMol25. Energies are from ωB97M-V with the def2-TZVPD basis set.

Multiplicity: 1

Atoms and positions in Å:
H 0.55 -2.23 -0.75
C 0.75 -0.15 -1.49
C -0.82 1.03 1.66
C 0.13 -1.24 -0.73
H 0.31 -0.09 -2.49
H 1.83 -0.26 -1.60
H -0.51 2.01 2.01
H -1.86 1.10 1.34
H -0.76 0.33 2.50
C 0.04 0.64 0.54
C 0.42 1.01 -0.63
H 0.84 -0.80 0.47
H -0.94 -1.33 -0.82

Short version: one is the most stable of them.